Entry from the Open Molecules 2025 dataset: a molecular structure, C16H34AsB11Br6IrN2O7PTe in a non-equilibrium geometry (ωB97M-V/def2-TZVPD).

Summary:
F_max = 1.4 eV/A
Gap between HOMO and LUMO (spin up / spin down) = 0.1366 / 0.0857 hartree
Energy relative to the best compared isomer or geometry (same formula, charge and spin) = 0.0 kJ/mol
Expectation value of S² = 0.75
Spin multiplicity = 2
Charge = +3
Energy = -19932.651814 a.u.
LUMO (spin up / spin down) = -11.619 / -13.006 eV

Geometry as XYZ:
```
80
Properties=species:S:1:pos:R:3:forces:R:3
Ir -0.189 -0.113 0.650 0.30 -0.01 -0.51
Br 2.008 0.991 0.207 0.09 -0.46 0.02
B 1.610 2.926 0.358 -0.15 0.91 0.19
B 2.006 4.099 -0.886 0.29 -0.22 -0.45
C 0.751 5.224 -0.794 -0.05 -0.11 0.10
B 0.332 3.606 -0.612 -0.32 -0.26 -0.51
B -0.468 4.867 0.329 -0.48 -0.02 0.04
B 0.711 6.131 0.632 0.01 0.16 0.27
B 2.243 5.666 -0.119 0.14 -0.04 0.17
B 2.832 4.177 0.678 -0.04 0.02 0.07
Br 4.705 3.757 0.871 0.06 -0.17 -0.04
B 2.024 5.479 1.638 -0.16 -0.50 -0.02
Br 2.959 6.537 2.921 0.11 0.03 0.13
B 0.316 4.954 1.918 0.13 -0.12 -0.01
Br -0.649 5.389 3.524 -0.16 -0.06 0.08
B 0.103 3.390 1.103 0.60 0.68 -0.23
Br -1.106 1.949 1.764 0.05 -0.62 -0.22
B 1.637 3.713 1.941 0.01 0.50 -0.05
Br 2.135 2.761 3.543 -0.01 -0.18 0.08
H 2.538 3.847 -1.911 -0.08 -0.06 0.01
H 0.453 5.721 -1.706 -0.01 -0.03 -0.01
H -0.261 3.005 -1.444 0.06 0.02 0.04
H -1.598 5.142 0.129 0.01 -0.10 -0.05
H 0.366 7.255 0.624 -0.01 -0.03 0.00
H 2.924 6.476 -0.632 0.01 -0.05 -0.02
O -2.247 -3.889 4.930 0.28 0.05 -0.03
C -3.133 -3.023 4.433 -0.07 0.04 0.06
O -4.207 -2.851 4.910 0.06 -0.08 -0.09
C -2.767 -2.240 3.194 0.10 0.02 -0.01
C -3.741 -1.623 2.428 -0.03 -0.04 -0.02
N -3.127 -0.950 1.444 -0.03 0.01 -0.05
N -1.808 -1.070 1.504 0.22 -0.10 0.39
C -1.569 -1.842 2.590 -0.30 -0.27 -0.02
C -0.158 -1.991 2.897 0.19 0.50 0.35
O 0.375 -3.042 3.460 0.01 -0.06 -0.21
O 0.638 -1.102 2.523 -0.04 0.03 0.20
H -1.386 -3.898 4.484 -0.32 -0.02 0.05
H -4.814 -1.646 2.545 -0.01 0.05 0.00
H -3.553 -0.387 0.715 0.02 -0.01 -0.04
C -3.339 1.404 -1.175 0.05 -0.18 -0.09
C -2.264 1.155 -2.233 -0.29 0.10 0.29
As -0.842 -0.055 -1.696 -0.25 0.69 -0.30
C 0.647 0.256 -2.924 0.13 0.08 -0.05
C 0.301 1.209 -4.067 -0.08 -0.05 0.01
C -1.440 -1.793 -2.324 -0.05 -0.25 0.44
C -2.713 -2.356 -1.703 0.05 0.07 -0.06
H -3.976 2.234 -1.477 -0.04 -0.02 -0.01
H -2.899 1.667 -0.215 -0.05 0.08 0.01
H -3.991 0.532 -1.065 -0.04 0.02 0.00
H -1.800 2.093 -2.526 0.05 -0.03 -0.01
H -2.702 0.705 -3.126 0.08 0.00 -0.04
H 0.895 -0.736 -3.309 -0.01 -0.02 0.03
H 1.505 0.620 -2.369 -0.02 0.02 0.01
H -0.546 0.859 -4.657 0.01 0.01 -0.02
H 1.159 1.280 -4.734 0.00 -0.01 -0.01
H 0.082 2.212 -3.705 0.04 0.01 -0.01
H -0.605 -2.475 -2.157 0.03 0.01 -0.13
H -1.551 -1.652 -3.402 0.04 0.05 0.01
H -2.598 -2.505 -0.628 0.00 -0.04 0.00
H -2.935 -3.328 -2.142 -0.04 0.01 -0.02
H -3.576 -1.716 -1.887 -0.01 -0.01 0.01
C 4.236 -2.133 -0.287 -0.25 -0.17 0.24
C 3.595 -3.225 -1.102 0.36 0.08 -0.18
O 2.446 -3.868 -0.394 0.23 0.21 0.21
P 1.347 -3.217 0.453 -0.52 -0.02 -1.32
O 0.774 -1.926 -0.049 0.25 0.07 0.59
Te 2.315 -2.926 2.803 -0.14 0.04 0.34
O 0.238 -4.254 0.668 0.12 -0.17 0.34
C 0.366 -5.758 0.529 -0.02 -0.34 -0.02
C -0.141 -6.171 -0.822 -0.07 0.25 -0.04
H 5.090 -1.733 -0.834 0.02 0.01 0.02
H 4.617 -2.519 0.666 0.13 -0.02 -0.05
H 3.545 -1.312 -0.095 0.04 0.08 -0.05
H 4.282 -4.046 -1.282 -0.12 -0.10 0.03
H 3.215 -2.869 -2.056 -0.15 -0.02 0.06
H -0.235 -6.154 1.342 -0.02 0.13 0.04
H 1.408 -6.032 0.680 0.04 0.15 0.02
H -1.195 -5.921 -0.936 -0.01 -0.04 0.00
H -0.031 -7.251 -0.920 0.00 -0.01 0.02
H 0.429 -5.694 -1.619 0.04 -0.08 -0.02
```
Forces are in eV/Å.



Entry from the Open Molecules 2025 dataset: a molecular structure, C24H22AsN4O7SV (ωB97M-V/def2-TZVPD).

Summary:
F_max = 0.8 eV/A
Gap between HOMO and LUMO (spin up / spin down) = 0.2862 / 0.2699 hartree
Energy relative to the best compared isomer or geometry (same formula, charge and spin) = 244.3 kJ/mol
Expectation value of S² = 0.83
Spin multiplicity = 2
Charge = +1
Energy = -5251.362109 a.u.
LUMO (spin up / spin down) = -3.345 / -3.522 eV

Geometry as XYZ:
```
60
Properties=species:S:1:pos:R:3:forces:R:3
V 0.126 0.034 -0.250 -0.09 -0.15 -0.56
O -0.196 -3.733 -2.244 0.06 0.02 0.06
As 0.468 -3.446 -0.590 0.28 -0.24 0.06
O 0.373 -0.833 -3.359 -0.03 0.04 -0.04
O 0.338 -1.721 -0.552 -0.43 0.69 0.02
C 2.345 -3.571 -1.169 0.00 -0.01 0.00
C 2.611 -4.599 -2.068 -0.02 0.02 0.01
C 3.905 -4.884 -2.485 0.04 0.00 0.00
C 4.970 -4.147 -1.997 -0.03 -0.02 -0.02
C 4.734 -3.121 -1.095 -0.02 0.02 0.02
C 3.438 -2.839 -0.686 -0.01 0.03 0.05
S 3.306 -1.470 0.437 0.05 0.07 -0.05
O 4.600 -1.193 0.969 -0.03 0.00 -0.01
O 2.943 -0.329 -0.608 0.08 -0.01 -0.04
O 2.209 -1.632 1.354 0.01 -0.10 0.04
H -1.012 -4.239 -2.165 -0.05 -0.05 0.01
H 1.789 -5.184 -2.460 0.00 0.00 0.00
H 4.074 -5.689 -3.187 0.01 0.00 0.00
H 5.982 -4.365 -2.307 0.00 -0.01 -0.01
H 5.550 -2.535 -0.698 0.00 0.00 0.00
C -1.646 -1.607 3.479 -0.04 -0.01 0.07
C -0.929 -1.431 2.291 0.01 0.06 -0.02
N -0.952 -0.291 1.617 0.13 -0.03 -0.06
C -1.668 0.741 2.120 -0.03 -0.03 0.07
C -2.425 0.654 3.290 0.07 0.02 -0.10
C -2.401 -0.574 3.973 0.01 -0.03 0.00
C -3.158 1.808 3.727 -0.02 0.03 0.01
C -3.111 2.968 3.035 -0.03 0.01 0.05
C -2.320 3.087 1.844 0.05 -0.10 -0.03
C -2.197 4.266 1.087 0.02 0.01 -0.03
C -1.395 4.270 -0.027 -0.05 0.06 0.04
C -0.713 3.103 -0.391 0.03 -0.06 -0.04
N -0.815 1.984 0.302 0.10 -0.09 0.05
C -1.604 1.973 1.397 -0.04 0.08 -0.01
H -1.592 -2.558 3.990 0.00 0.00 -0.01
H -0.313 -2.219 1.884 0.00 -0.01 0.00
H -2.969 -0.691 4.888 0.00 0.00 0.00
H -3.749 1.731 4.631 0.00 0.01 0.00
H -3.666 3.833 3.375 0.00 0.00 0.00
H -2.730 5.158 1.391 0.00 0.00 0.00
H -1.276 5.161 -0.625 0.00 -0.01 -0.01
H -0.064 3.068 -1.256 0.01 -0.01 0.00
C 0.534 -1.630 -4.534 -0.01 -0.02 -0.06
C -0.820 -0.335 -3.122 -0.02 -0.02 0.03
N -1.158 0.199 -1.967 0.20 0.11 0.20
C -2.470 0.626 -2.106 -0.05 -0.05 -0.05
C -2.915 0.333 -3.348 -0.01 0.04 0.04
N -1.849 -0.279 -3.993 0.03 -0.07 -0.03
H 1.559 -1.986 -4.509 0.00 0.00 0.01
H 0.387 -1.029 -5.435 0.01 0.02 0.01
H -0.144 -2.484 -4.508 0.01 0.02 0.01
H -3.001 1.098 -1.298 0.01 0.01 0.00
H -3.861 0.491 -3.830 0.00 0.01 0.00
H -1.841 -0.614 -4.940 0.01 0.00 0.00
C 2.614 1.716 0.718 -0.01 -0.02 -0.09
C 2.020 0.733 -0.256 -0.06 -0.18 0.27
O 1.323 1.116 -1.281 -0.20 -0.06 0.11
H 3.243 2.420 0.168 0.05 -0.01 0.03
H 3.223 1.206 1.460 -0.01 0.01 0.03
H 1.830 2.275 1.227 -0.01 0.02 -0.03
```
Forces are in eV/Å.



Q: Number 1 is which compound?
A: C16H34AsB11Br6IrN2O7PTe



Q: The highest expectation value of S² belongs to which entry?
A: C24H22AsN4O7SV